{
  "formula": "C20H12Co2N2O8",
  "method": "wB97M-V/def2-TZVPD",
  "species": ["O", "C", "Co", "C", "O", "C", "O", "C", "C", "C", "C", "C", "C", "C", "C", "C", "Co", "C", "O", "C", "O", "C", "O", "H", "H", "H", "H", "H", "H", "H", "C", "N", "C", "O", "N", "C", "O", "C", "C", "H", "H", "H", "H", "H"],
  "coordinates": [[4.4979, 0.7833, -0.6405], [3.7999, 0.3236, -1.4491], [2.6317, -0.3524, -2.5668], [3.2619, -0.0581, -4.1836], [3.6247, 0.1567, -5.2681], [2.7444, -2.0878, -2.2445], [2.7221, -3.2084, -1.9408], [0.5146, 0.2114, -2.7325], [1.0310, 0.1569, -1.4221], [0.9881, -0.7075, -0.3406], [1.3284, -0.3636, 1.0065], [1.6697, -1.4031, 1.8982], [2.1597, -1.0736, 3.1482], [2.2860, 0.2772, 3.5296], [1.9320, 1.3086, 2.6413], [1.4395, 0.9930, 1.3845], [0.5855, 2.0105, -2.5414], [-1.1327, 2.2760, -2.2749], [-2.2665, 2.3974, -2.0717], [1.0820, 2.4589, -4.1579], [1.4388, 2.7403, -5.2270], [1.5042, 3.0142, -1.4661], [2.1448, 3.6259, -0.7197], [-0.3202, -0.4159, -3.0340], [0.7239, -1.7416, -0.6072], [1.5189, -2.4282, 1.5466], [2.4288, -1.8783, 3.8314], [2.6816, 0.5310, 4.5180], [2.0235, 2.3638, 2.9006], [1.1373, 1.7436, 0.6452], [-4.9601, 0.6157, 1.5734], [-3.9341, -0.3897, 1.3860], [-2.5970, 0.0901, 1.2411], [-2.4177, 1.3153, 1.3921], [-1.6485, -0.8202, 0.9327], [-1.8684, -2.1540, 0.8787], [-0.9383, -2.9772, 0.6544], [-3.2402, -2.6014, 1.0854], [-4.2238, -1.7191, 1.3293], [-5.9154, 0.1436, 1.8159], [-4.6597, 1.3010, 2.3706], [-5.0726, 1.2134, 0.6611], [-3.4240, -3.6637, 1.0244], [-5.2818, -2.0076, 1.4933]],
  "lowdin_charge": [0.07, -0.17, 0.00, -0.20, 0.04, -0.18, 0.05, -0.21, -0.26, -0.02, -0.22, -0.02, -0.10, -0.10, -0.08, 0.00, 0.01, -0.17, 0.06, -0.20, 0.04, -0.22, 0.05, 0.07, 0.11, 0.11, 0.09, 0.08, 0.10, 0.09, -0.07, -0.09, -0.51, -0.02, 0.18, -0.53, -0.07, -0.04, -0.11, 0.07, 0.08, 0.09, 0.08, 0.11],
  "e_homo_ev": -0.718,
  "spin_multiplicity": 1,
  "total_charge": -2,
  "homo_lumo_gap_ev": 5.57,
  "fmax_ev_per_a": 3.98
}